{
  "formula": "C58H70N5",
  "method": "ωB97M-V/def2-TZVPD",
  "elements": ["C", "C", "C", "C", "C", "C", "C", "C", "C", "C", "C", "C", "N", "N", "N", "C", "C", "C", "C", "C", "C", "C", "C", "C", "C", "C", "C", "C", "C", "C", "C", "C", "C", "C", "C", "C", "H", "H", "H", "H", "H", "H", "H", "H", "H", "H", "H", "H", "H", "H", "H", "H", "H", "H", "H", "H", "H", "H", "H", "H", "H", "H", "H", "H", "H", "H", "H", "H", "H", "H", "H", "H", "H", "H", "H", "H", "H", "C", "C", "N", "C", "C", "C", "C", "C", "C", "C", "C", "C", "C", "C", "C", "C", "N", "C", "C", "C", "C", "C", "C", "C", "C", "C", "C", "H", "H", "H", "H", "H", "H", "H", "H", "H", "H", "H", "H", "H", "H", "H", "H", "H", "H", "H", "H", "H", "H", "H", "H", "H", "H", "H", "H", "H"],
  "positions_angstrom": [[-2.52, -4.18, -4.21], [-3.02, -3.88, -2.80], [-3.91, -5.02, -2.32], [-3.70, -2.51, -2.71], [-5.08, -2.39, -2.77], [-5.69, -1.13, -2.79], [-4.91, 0.02, -2.87], [-3.52, -0.07, -2.84], [-2.69, 1.19, -3.09], [-2.76, 2.14, -1.91], [-3.08, 1.90, -4.39], [-2.92, -1.33, -2.63], [-1.48, -1.44, -2.56], [-0.84, -1.77, -3.71], [0.47, -1.79, -3.39], [1.49, -1.78, -4.43], [2.05, -0.55, -4.84], [1.28, 0.75, -4.59], [0.10, 0.81, -5.56], [2.15, 2.00, -4.66], [3.23, -0.57, -5.56], [3.78, -1.78, -5.99], [3.13, -2.98, -5.71], [1.95, -2.99, -4.95], [1.22, -4.31, -4.73], [2.11, -5.35, -4.05], [0.65, -4.84, -6.05], [0.66, -1.31, -2.11], [2.01, -1.10, -1.67], [2.46, 0.18, -1.25], [3.82, 0.42, -1.15], [4.74, -0.60, -1.41], [4.30, -1.91, -1.69], [2.94, -2.16, -1.78], [-0.58, -1.05, -1.55], [-0.81, -0.51, -0.28], [-1.92, -3.35, -4.60], [-1.90, -5.09, -4.21], [-3.36, -4.34, -4.91], [-2.15, -3.83, -2.14], [-4.37, -4.78, -1.36], [-4.70, -5.26, -3.04], [-3.30, -5.92, -2.18], [-5.71, -3.29, -2.80], [-6.77, -1.06, -2.77], [-5.37, 1.00, -2.98], [-1.65, 0.85, -3.20], [-2.39, 1.64, -1.00], [-2.14, 3.02, -2.10], [-3.79, 2.45, -1.74], [-3.04, 1.21, -5.24], [-4.11, 2.30, -4.32], [-2.40, 2.73, -4.58], [0.87, 0.70, -3.57], [-0.57, -0.04, -5.38], [-0.46, 1.74, -5.45], [0.48, 0.74, -6.59], [2.99, 1.93, -3.96], [2.55, 2.13, -5.68], [1.55, 2.88, -4.41], [3.73, 0.37, -5.81], [4.71, -1.78, -6.56], [3.53, -3.93, -6.07], [0.38, -4.08, -4.06], [2.51, -4.95, -3.11], [1.53, -6.25, -3.82], [2.95, -5.62, -4.70], [-0.01, -4.09, -6.51], [1.47, -5.05, -6.76], [0.07, -5.76, -5.90], [1.70, 0.95, -1.08], [4.18, 1.42, -0.89], [5.81, -0.39, -1.39], [5.01, -2.72, -1.83], [2.55, -3.17, -1.96], [0.07, -0.42, 0.32], [-1.83, -0.34, 0.04], [3.67, 4.90, 0.59], [3.49, 5.89, 1.72], [2.35, 5.61, 2.57], [2.12, 6.66, 3.54], [0.73, 6.58, 4.15], [0.37, 5.16, 4.59], [0.78, 4.10, 3.62], [1.82, 4.36, 2.69], [2.34, 3.27, 1.93], [1.70, 2.05, 1.95], [0.57, 1.78, 2.78], [-0.02, 0.49, 2.80], [-0.69, -0.02, 3.96], [-0.27, -1.25, 4.54], [-0.58, -1.59, 5.84], [-1.39, -0.71, 6.62], [-1.59, -0.96, 7.95], [-1.24, -2.23, 8.54], [0.04, -2.79, 7.96], [-0.04, -2.85, 6.44], [-2.57, -0.21, 8.71], [-2.62, 1.25, 8.28], [-2.87, 1.34, 6.78], [-1.98, 0.42, 5.99], [-1.70, 0.69, 4.66], [0.18, 2.85, 3.65], [3.58, 3.48, 1.12], [2.91, 5.06, -0.18], [4.65, 5.08, 0.14], [4.40, 5.89, 2.35], [3.36, 6.92, 1.33], [2.89, 6.60, 4.34], [2.25, 7.62, 3.04], [0.67, 7.26, 5.01], [0.01, 6.93, 3.40], [0.86, 4.97, 5.56], [-0.71, 5.09, 4.76], [2.10, 1.24, 1.35], [0.38, -0.25, 2.11], [0.41, -1.89, 3.98], [-1.16, -2.08, 9.62], [-2.06, -2.96, 8.37], [0.89, -2.16, 8.26], [0.21, -3.79, 8.38], [-0.68, -3.70, 6.16], [0.96, -3.06, 6.03], [-3.57, -0.66, 8.60], [-2.28, -0.29, 9.77], [-3.41, 1.75, 8.84], [-1.66, 1.74, 8.52], [-3.92, 1.11, 6.57], [-2.71, 2.38, 6.46], [-2.21, 1.52, 4.17], [-0.58, 2.68, 4.40], [3.59, 2.77, 0.29], [4.48, 3.29, 1.73]],
  "lumo_energy_ha": -0.1470,
  "spin_multiplicity": 1,
  "total_charge": 1,
  "e_tot_ha": -2525.6386,
  "gap_ev": 3.889,
  "homo_ev": -7.89,
  "molar_mass_g_mol": 837.233
}



{
  "formula": "C58H75GeN7O2RuS2Si",
  "method": "ωB97M-V/def2-TZVPD",
  "elements": ["Ru", "S", "N", "C", "C", "C", "C", "C", "N", "C", "C", "N", "C", "C", "C", "C", "C", "N", "H", "H", "H", "H", "H", "H", "C", "C", "C", "C", "Ge", "C", "C", "C", "C", "H", "H", "H", "H", "H", "H", "H", "H", "H", "H", "H", "H", "H", "H", "H", "H", "H", "H", "H", "C", "C", "C", "C", "C", "C", "Si", "C", "C", "C", "C", "C", "C", "H", "H", "H", "H", "H", "H", "H", "H", "H", "H", "H", "C", "C", "C", "C", "C", "C", "C", "S", "C", "O", "H", "H", "H", "H", "H", "H", "H", "H", "H", "H", "C", "C", "C", "C", "C", "C", "C", "C", "C", "C", "C", "C", "N", "H", "H", "H", "H", "H", "H", "H", "H", "H", "H", "H", "H", "H", "H", "H", "H", "H", "C", "N", "C", "C", "C", "N", "C", "C", "O", "H", "H", "H", "H", "H", "H", "H", "H", "H", "H", "H", "H"],
  "positions_angstrom": [[0.75, -1.20, 0.42], [1.25, 2.95, 6.68], [0.29, 1.67, 6.34], [0.45, 1.35, 5.07], [-0.24, 0.30, 4.37], [-1.19, -0.52, 4.96], [-1.79, -1.52, 4.21], [-1.40, -1.67, 2.88], [-0.51, -0.91, 2.29], [0.09, 0.10, 2.99], [1.02, 0.92, 2.33], [1.30, 0.65, 1.00], [2.15, 1.45, 0.37], [2.76, 2.56, 0.95], [2.52, 2.84, 2.29], [1.66, 2.01, 3.00], [1.38, 2.19, 4.39], [1.88, 3.13, 5.18], [-1.43, -0.37, 6.00], [-2.51, -2.18, 4.64], [-1.83, -2.46, 2.28], [2.37, 1.20, -0.66], [3.42, 3.17, 0.36], [2.99, 3.66, 2.80], [-4.05, -0.91, -4.49], [-3.12, 0.28, -4.65], [-1.68, -0.01, -4.19], [-1.60, -0.25, -2.69], [0.27, -0.46, -1.88], [1.64, -1.56, -2.92], [1.59, -1.84, -4.42], [2.35, -0.83, -5.27], [1.66, 0.52, -5.40], [-5.03, -0.68, -4.90], [-4.19, -1.17, -3.44], [-3.66, -1.78, -5.01], [-3.51, 1.14, -4.11], [-3.08, 0.55, -5.71], [-1.06, 0.85, -4.44], [-1.31, -0.87, -4.73], [-2.20, -1.13, -2.44], [-2.04, 0.61, -2.18], [0.73, 1.03, -2.09], [1.62, -2.52, -2.39], [2.59, -1.09, -2.67], [0.56, -1.90, -4.77], [2.04, -2.83, -4.59], [2.49, -1.26, -6.27], [3.35, -0.68, -4.84], [0.73, 0.41, -5.95], [2.29, 1.22, -5.93], [1.44, 0.92, -4.41], [-4.90, -0.06, 4.60], [-4.28, 1.17, 4.57], [-3.73, 1.64, 3.38], [-3.78, 0.88, 2.21], [-4.41, -0.37, 2.27], [-4.96, -0.83, 3.45], [-3.03, 1.45, 0.59], [-4.28, 2.30, -0.56], [-4.88, 1.61, -1.61], [-5.81, 2.21, -2.44], [-6.18, 3.53, -2.23], [-5.61, 4.24, -1.18], [-4.68, 3.63, -0.36], [-5.35, -0.42, 5.51], [-4.21, 1.78, 5.46], [-3.27, 2.61, 3.35], [-4.46, -0.97, 1.38], [-5.45, -1.79, 3.47], [-2.20, 0.37, 0.06], [-4.61, 0.57, -1.78], [-6.26, 1.65, -3.24], [-6.91, 3.99, -2.87], [-5.90, 5.26, -1.00], [-4.27, 4.19, 0.47], [-0.31, 8.50, -1.49], [-0.30, 7.13, -0.88], [-1.38, 6.28, -1.07], [-1.41, 5.02, -0.48], [-0.36, 4.64, 0.33], [0.76, 5.44, 0.49], [0.78, 6.68, -0.13], [-0.47, 3.10, 1.27], [-0.77, 3.90, 2.87], [-1.95, 2.71, 0.91], [-1.23, 8.66, -2.05], [0.54, 8.63, -2.16], [-0.23, 9.26, -0.71], [-2.22, 6.60, -1.67], [-2.24, 4.36, -0.65], [1.59, 5.10, 1.09], [1.64, 7.33, -0.01], [-1.64, 4.54, 2.78], [0.10, 4.47, 3.16], [-0.95, 3.11, 3.60], [-1.34, -3.80, -2.53], [-1.88, -4.25, -1.17], [-2.49, -3.09, -0.39], [-0.82, -4.99, -0.39], [-0.86, -6.37, -0.43], [0.03, -7.16, 0.27], [0.93, -6.54, 1.12], [1.02, -5.16, 1.22], [1.99, -4.62, 2.24], [1.37, -3.51, 3.10], [3.26, -4.12, 1.57], [0.22, -4.31, 0.35], [0.44, -3.04, 0.23], [-2.13, -3.38, -3.14], [-0.91, -4.64, -3.06], [-0.56, -3.05, -2.38], [-2.69, -4.97, -1.36], [-1.74, -2.32, -0.20], [-2.89, -3.45, 0.56], [-3.31, -2.65, -0.95], [-1.62, -6.85, -1.03], [0.00, -8.23, 0.20], [1.59, -7.14, 1.73], [2.25, -5.45, 2.91], [1.29, -2.59, 2.50], [1.99, -3.31, 3.97], [0.38, -3.80, 3.44], [2.99, -3.32, 0.88], [3.75, -4.92, 1.01], [3.96, -3.73, 2.31], [4.37, -0.29, 2.25], [5.04, -0.57, 1.01], [6.48, -0.37, 1.01], [6.98, -0.27, -0.42], [6.58, -1.56, -1.12], [5.17, -1.81, -0.96], [4.62, -2.82, -1.84], [4.41, -1.27, 0.03], [3.18, -1.41, 0.02], [4.37, 0.79, 2.45], [4.87, -0.80, 3.08], [3.34, -0.64, 2.19], [6.98, -1.20, 1.53], [6.69, 0.55, 1.56], [8.06, -0.15, -0.44], [6.51, 0.59, -0.90], [7.17, -2.40, -0.71], [6.79, -1.50, -2.20], [4.58, -2.47, -2.87], [3.62, -3.08, -1.50], [5.25, -3.71, -1.80]],
  "lumo_energy_ha": [-0.0940, -0.1087],
  "spin_multiplicity": 6,
  "total_charge": 1,
  "e_tot_ha": -6046.3371,
  "gap_ev": [4.921, 7.100],
  "homo_ev": [-7.48, -10.06],
  "molar_mass_g_mol": 1168.185
}



{
  "formula": "C58H81F5O14",
  "method": "ωB97M-V/def2-TZVPD",
  "elements": ["O", "C", "O", "C", "C", "C", "H", "H", "H", "H", "H", "H", "H", "H", "O", "C", "O", "C", "C", "C", "H", "H", "H", "H", "H", "H", "H", "H", "O", "C", "O", "C", "C", "C", "H", "H", "H", "H", "H", "H", "H", "H", "O", "C", "O", "C", "C", "C", "H", "H", "H", "H", "H", "H", "H", "H", "O", "C", "O", "C", "C", "C", "H", "H", "H", "H", "H", "H", "H", "H", "O", "C", "O", "C", "C", "C", "H", "H", "H", "H", "H", "H", "H", "H", "O", "C", "O", "C", "C", "C", "H", "H", "H", "H", "H", "H", "H", "H", "F", "C", "C", "C", "C", "C", "C", "H", "H", "H", "H", "H", "F", "C", "C", "C", "C", "C", "C", "H", "H", "H", "H", "H", "F", "C", "C", "C", "C", "C", "C", "H", "H", "H", "H", "H", "F", "C", "C", "C", "C", "C", "C", "H", "H", "H", "H", "H", "F", "C", "C", "C", "C", "C", "C", "H", "H", "H", "H", "H"],
  "positions_angstrom": [[-4.21, -3.79, 0.76], [-3.45, -4.32, -0.03], [-3.22, -4.00, -1.35], [-3.94, -3.05, -2.06], [-5.35, -3.54, -2.44], [-2.68, -5.57, 0.26], [-3.39, -2.84, -2.98], [-3.95, -2.07, -1.58], [-6.03, -3.43, -1.60], [-5.37, -4.43, -3.06], [-5.61, -2.68, -3.06], [-3.17, -6.12, 1.07], [-1.67, -5.35, 0.59], [-2.77, -6.23, -0.61], [1.66, 6.52, 0.24], [1.60, 5.52, -0.48], [1.15, 5.56, -1.66], [0.50, 6.75, -2.11], [0.67, 6.68, -3.71], [2.32, 4.29, -0.08], [0.91, 7.71, -1.80], [-0.53, 6.75, -1.76], [0.09, 7.54, -4.06], [0.18, 5.77, -4.07], [1.70, 6.85, -4.00], [2.81, 4.46, 0.87], [3.14, 4.08, -0.77], [1.74, 3.36, 0.02], [-1.89, 5.51, 4.97], [-1.03, 5.33, 4.12], [-0.95, 4.43, 3.12], [-1.96, 3.41, 3.06], [-1.83, 2.64, 1.68], [-0.05, 6.47, 4.04], [-2.92, 3.91, 3.15], [-1.83, 2.76, 3.92], [-2.25, 1.63, 1.74], [-0.80, 2.48, 1.33], [-2.23, 3.21, 0.84], [0.93, 6.24, 3.60], [0.29, 6.63, 5.07], [-0.59, 7.32, 3.62], [1.44, -3.11, -4.16], [0.27, -2.93, -3.71], [-0.65, -3.89, -3.48], [-0.33, -5.33, -3.56], [0.54, -5.88, -2.44], [-0.14, -1.54, -3.39], [0.04, -5.59, -4.55], [-1.26, -5.88, -3.43], [-0.05, -5.61, -1.57], [1.58, -5.54, -2.44], [0.55, -6.96, -2.46], [0.76, -1.02, -3.06], [-0.93, -1.53, -2.64], [-0.56, -1.07, -4.28], [4.39, -1.25, -2.10], [5.09, -2.27, -2.31], [6.32, -2.36, -2.99], [6.97, -1.21, -3.46], [7.65, -0.57, -2.27], [4.46, -3.58, -2.05], [6.28, -0.47, -3.87], [7.64, -1.46, -4.29], [8.17, -1.39, -1.77], [6.91, -0.14, -1.61], [8.36, 0.21, -2.52], [5.03, -4.49, -2.24], [3.53, -3.73, -2.60], [4.20, -3.67, -0.99], [5.36, 3.00, 0.78], [5.46, 2.71, 2.00], [5.01, 1.51, 2.54], [4.55, 0.47, 1.65], [5.77, -0.28, 1.03], [6.11, 3.66, 2.95], [3.93, 0.96, 0.90], [3.92, -0.18, 2.26], [5.34, -1.11, 0.48], [6.44, -0.74, 1.76], [6.32, 0.37, 0.35], [6.89, 3.10, 3.45], [5.47, 4.08, 3.73], [6.61, 4.50, 2.46], [1.16, -4.90, 4.66], [0.50, -4.19, 5.42], [-0.76, -3.79, 5.15], [-1.38, -4.11, 3.95], [-2.92, -3.96, 4.02], [0.93, -3.93, 6.85], [-1.18, -5.15, 3.69], [-1.10, -3.39, 3.18], [-3.51, -4.86, 4.23], [-3.16, -3.59, 3.02], [-3.25, -3.21, 4.74], [0.31, -4.47, 7.56], [0.88, -2.86, 7.08], [1.95, -4.18, 7.13], [5.56, 1.37, -5.83], [4.61, 2.05, -5.19], [3.90, 1.46, -4.11], [2.89, 2.20, -3.43], [2.50, 3.47, -3.91], [3.25, 4.07, -4.92], [4.28, 3.36, -5.60], [4.16, 0.48, -3.74], [2.25, 1.72, -2.70], [1.79, 4.09, -3.40], [3.02, 5.07, -5.25], [4.88, 3.87, -6.34], [-2.91, 0.45, 6.90], [-1.92, 0.03, 6.07], [-0.68, -0.40, 6.53], [0.34, -0.69, 5.65], [0.13, -0.53, 4.27], [-1.09, -0.19, 3.77], [-2.16, 0.01, 4.73], [-0.43, -0.48, 7.58], [1.30, -0.99, 6.04], [0.94, -0.66, 3.58], [-1.18, -0.14, 2.70], [-3.06, 0.35, 4.23], [-1.62, 1.47, -1.12], [-0.86, 0.46, -0.58], [0.55, 0.44, -0.61], [1.28, -0.64, -0.16], [0.58, -1.72, 0.37], [-0.80, -1.75, 0.38], [-1.51, -0.70, -0.19], [1.04, 1.31, -1.03], [2.35, -0.69, -0.30], [1.21, -2.49, 0.80], [-1.27, -2.59, 0.86], [-2.57, -0.86, -0.15], [-5.50, -0.74, 0.26], [-6.17, -0.70, 1.41], [-7.58, -0.69, 1.39], [-8.21, -0.82, 2.59], [-7.57, -0.91, 3.83], [-6.15, -0.85, 3.78], [-5.44, -0.72, 2.60], [-8.05, -0.63, 0.42], [-9.28, -0.89, 2.55], [-8.03, -0.98, 4.80], [-5.55, -0.94, 4.67], [-4.36, -0.63, 2.62], [-4.07, -1.29, -4.88], [-4.00, 0.09, -4.90], [-4.22, 0.85, -6.05], [-4.09, 2.21, -6.07], [-3.80, 2.90, -4.83], [-3.59, 2.17, -3.66], [-3.68, 0.80, -3.72], [-4.41, 0.25, -6.93], [-4.16, 2.65, -7.05], [-3.74, 3.98, -4.80], [-3.47, 2.71, -2.74], [-3.58, 0.34, -2.75]],
  "lumo_energy_ha": [0.0838, 0.0837],
  "spin_multiplicity": 2,
  "total_charge": -1,
  "e_tot_ha": -3811.2630,
  "gap_ev": [2.579, 7.388],
  "homo_ev": [-0.30, -5.11],
  "molar_mass_g_mol": 1097.262
}